[1]
{"formula": "C5H5OTm", "method": "ωB97M-V/def2-TZVPD", "species": ["C", "C", "H", "H", "H", "H", "C", "C", "H", "C", "O", "Tm"], "positions_angstrom": [[-4.37818, -0.22477, -1.69825], [-3.39901, 0.39882, -2.38879], [-4.39112, -1.29111, -1.45768], [-5.25684, 0.33211, -1.35843], [-3.47221, 1.46760, -2.61446], [-2.50420, -0.07901, -2.79511], [0.27261, -2.55965, -3.16121], [0.16756, -2.12242, -1.88357], [-0.21725, -3.54601, -3.28022], [-0.16445, -1.37814, -0.92402], [-0.61336, -0.50827, -0.16091], [-2.55733, 0.71893, 0.28808]], "atomic_forces_ev_per_a": [[0.3115, 0.2851, 0.1271], [-0.1250, 0.1299, 0.3840], [0.1487, 0.1457, -0.3005], [0.1167, -0.0741, -0.2244], [-0.1658, -0.2139, -0.0646], [-0.3363, -0.2157, 0.0844], [-1.0868, -0.2684, 4.5150], [0.8939, -0.4024, -3.1755], [0.5111, 0.2273, -1.2238], [-1.3206, 2.4991, 1.0232], [0.4819, -1.8493, -1.1428], [0.5706, -0.2632, -0.0020]], "mulliken_charge": [-0.781, -0.706, 0.387, 0.441, 0.427, 0.417, -0.234, 0.153, 0.316, 0.638, -0.699, 1.642], "total_charge": 2, "multiplicity": 3, "e_tot_ev": -36819.7322}

=====

[2]
{"formula": "C5H6", "method": "ωB97M-V/def2-TZVPD", "species": ["C", "C", "C", "H", "H", "H", "H", "C", "C", "H", "H"], "positions_angstrom": [[1.56837, -1.17931, 0.09864], [1.61164, 0.12629, 0.09128], [1.07489, 1.34278, -0.02619], [2.34393, -1.94943, 0.11237], [0.49386, -1.46512, 0.15562], [1.09231, 1.90941, 0.89949], [0.89419, 1.84413, -1.04734], [-1.04117, -0.87000, -0.10272], [-1.22671, 0.38559, -0.09977], [-1.69218, -1.65666, 0.00447], [-0.99759, 1.41579, 0.05365]], "atomic_forces_ev_per_a": [[0.9835, 0.9731, 0.3465], [-0.4645, -0.2436, -0.8925], [1.8132, -0.3335, -0.9459], [-0.2247, 0.5530, -0.0674], [0.2775, -0.3470, 0.0048], [-0.3727, 0.4425, -0.2438], [0.4326, -0.8583, 1.8349], [-2.1463, 5.7942, -0.1039], [1.2363, -3.9146, 0.2647], [-0.7868, -2.1246, -0.0040], [-0.7482, 0.0586, -0.1934]], "mulliken_charge": [-0.625, 0.293, -0.796, 0.288, 0.119, 0.331, 0.360, -0.702, -0.138, 0.391, 0.479], "total_charge": 0, "smiles": "C=C=C.C#C", "e_tot_ev": -5276.0880, "de_lowest_kcal_mol": 117.9}

=====

[3]
{"formula": "C5H6", "method": "ωB97M-V/def2-TZVPD", "species": ["C", "C", "C", "C", "C", "H", "H", "H", "H", "H", "H"], "positions_angstrom": [[-2.46319, -0.05123, 0.05440], [-1.29368, 0.06365, -0.07656], [0.10856, 0.19875, -0.07967], [0.67712, 1.38980, 0.01351], [1.01599, -1.06674, 0.02269], [-3.46781, -0.33747, -0.06589], [0.02319, 2.29431, 0.20899], [1.76255, 1.52998, -0.18338], [2.01561, -0.78165, -0.05619], [0.68413, -1.70077, -0.82362], [0.93754, -1.53864, 0.98571]], "atomic_forces_ev_per_a": [[-1.6942, -0.6049, -0.4322], [1.4249, 0.0241, 0.5088], [1.9353, -0.9511, 0.9667], [-0.1480, 2.0347, -0.2974], [-2.7423, 0.5969, -1.5250], [-0.6029, 0.1535, 0.2342], [1.0392, -1.0243, -0.6366], [-0.8841, -0.0954, 0.6833], [1.6536, 0.5048, -0.5244], [0.5926, -0.2568, 0.7386], [-0.5741, -0.3815, 0.2840]], "mulliken_charge": [0.110, -0.580, 0.431, -0.775, -1.097, 0.455, 0.269, 0.252, 0.365, 0.284, 0.287], "total_charge": 0, "smiles": "C#CC(=C)C", "e_tot_ev": -5279.3469, "de_lowest_kcal_mol": 42.7}

=====

[4]
{"formula": "C5H6", "method": "ωB97M-V/def2-TZVPD", "species": ["C", "C", "C", "C", "C", "H", "H", "H", "H", "H", "H"], "positions_angstrom": [[0.41221, -0.75959, -0.75480], [-0.61099, -0.63515, 0.31520], [0.63602, 0.69331, -0.27697], [-0.86639, 0.84866, 0.13936], [0.12266, 0.42776, 1.09524], [1.26865, -1.42948, -0.38416], [-0.08593, -0.88499, -1.80295], [-1.11424, -1.50331, 0.73358], [1.46445, 1.27210, -0.59938], [-1.74616, 1.44047, 0.15100], [0.15352, 0.74332, 2.07740]], "atomic_forces_ev_per_a": [[-0.0208, 0.0808, -0.8268], [-2.5841, -1.0245, 1.1417], [3.3244, 0.0711, 0.9480], [-3.0418, -2.5863, -2.8608], [3.7293, -1.4867, -1.7104], [-1.1393, 0.8233, -1.1549], [1.4772, 0.0649, 1.8426], [-0.7971, 0.8720, 0.2641], [0.0650, 1.2597, -0.0845], [-1.3198, 1.0872, 0.3353], [0.3069, 0.8386, 2.1059]], "mulliken_charge": [-0.204, -0.578, -0.593, -1.942, -1.051, 0.281, 0.269, 0.823, 0.424, 1.357, 1.213], "total_charge": 0, "multiplicity": 3, "e_tot_ev": -5271.0546, "de_lowest_kcal_mol": 109.7}

=====

[5]
{"formula": "C5H62ClN2O28P2", "method": "ωB97M-V/def2-TZVPD", "species": ["C", "C", "O", "N", "C", "P", "Cl", "O", "C", "C", "P", "N", "O", "O", "H", "H", "H", "H", "H", "H", "H", "H", "H", "H", "H", "H", "H", "H", "O", "H", "H", "O", "H", "H", "O", "H", "H", "O", "H", "H", "O", "H", "H", "O", "H", "H", "O", "H", "H", "O", "H", "H", "O", "H", "H", "O", "H", "H", "O", "H", "H", "O", "H", "H", "O", "H", "H", "O", "H", "H", "O", "H", "H", "O", "H", "H", "O", "H", "H", "O", "H", "H", "O", "H", "H", "O", "H", "H", "O", "H", "H", "O", "H", "H", "O", "H", "H", "O", "H", "H"], "positions_angstrom": [[2.39220, 5.59492, 1.27480], [3.81285, 5.20674, 0.90834], [4.74755, 5.60930, 1.58825], [4.03435, 4.40790, -0.21871], [3.27678, 4.87712, -1.38558], [3.85834, 2.62186, 0.10588], [4.34695, 2.04842, -1.97393], [3.65129, 2.96336, 1.79814], [3.55854, 1.82597, 2.59623], [2.93500, 0.73481, 1.69717], [1.10714, 1.14366, 1.72627], [0.62788, 0.49246, 3.27465], [0.29616, 0.12743, 0.67934], [3.53559, 0.90762, 0.45496], [1.75889, 4.70870, 1.18960], [1.97975, 6.36115, 0.62539], [2.36934, 5.89584, 2.31872], [2.53569, 4.15129, -1.74129], [3.97741, 5.07578, -2.18884], [2.74201, 5.80408, -1.18617], [2.47689, 2.72608, -0.19769], [5.23875, 2.46559, 0.34196], [2.96450, 2.09282, 3.46917], [4.53884, 1.42652, 2.88985], [3.10335, -0.27230, 2.09878], [0.63261, 1.29769, 3.89324], [-0.34372, 0.19818, 3.22152], [0.57859, 0.36486, -0.22141], [-0.33473, -0.07197, -2.06989], [-0.68414, 0.44978, -2.79931], [-0.46871, -0.98612, -2.35069], [-0.27723, 5.31873, 2.99962], [-0.55745, 5.60332, 3.87503], [-0.89660, 4.62284, 2.75378], [-1.80096, -2.62307, -2.83645], [-1.14241, -3.17599, -3.27662], [-2.44538, -3.24755, -2.48393], [-2.70507, -5.50312, -1.81702], [-2.75770, -6.27778, -2.38688], [-2.17446, -5.78071, -1.06137], [3.81319, 3.70878, 4.96423], [4.19980, 4.23414, 5.67095], [4.12553, 4.10485, 4.13684], [6.89114, 7.46708, 1.00242], [7.42781, 6.77547, 0.60038], [6.14815, 6.97575, 1.38872], [7.95633, 9.82996, 2.61705], [7.72350, 9.05858, 2.07691], [8.42109, 9.45852, 3.37412], [-5.20215, -5.31302, 0.01601], [-4.52724, -5.41741, -0.66695], [-5.21000, -6.15296, 0.49099], [-7.59693, -6.85118, -1.73497], [-7.66050, -6.00972, -2.19727], [-7.07477, -6.65547, -0.94072], [-3.10535, 0.10959, -2.88009], [-2.96040, 0.23755, -1.93718], [-3.03168, -0.84736, -2.98910], [-3.87262, 2.33130, 0.41054], [-3.14693, 1.69693, 0.43070], [-4.32093, 2.16238, -0.42432], [3.07791, 1.07368, 6.24527], [3.83932, 0.85266, 6.78861], [3.23490, 1.98814, 5.97200], [0.44598, -2.68114, -4.97732], [0.27246, -3.17129, -5.78703], [-0.00701, -1.83970, -5.10227], [2.73416, 6.75246, -3.93354], [2.41948, 6.39567, -4.76975], [2.30833, 7.61149, -3.85402], [-6.03577, -9.49663, -1.63576], [-6.18908, -10.00646, -2.44124], [-6.51361, -8.67058, -1.80474], [-0.83341, -2.65943, 0.42651], [-0.45880, -1.77472, 0.56456], [-0.05538, -3.20454, 0.27745], [-0.36941, 6.80344, -0.10843], [-0.56719, 7.04927, 0.80172], [-0.98332, 6.08891, -0.30351], [-6.04479, -12.56754, -0.89938], [-5.38905, -12.73823, -0.21629], [-5.94437, -11.62970, -1.10070], [-6.79345, -7.54547, 0.95553], [-7.15419, -7.12462, 1.74264], [-7.37863, -8.29945, 0.79276], [5.51491, 7.01711, -1.87556], [5.87136, 7.37975, -1.05393], [5.85756, 7.58591, -2.57091], [-8.83323, -13.47477, -0.60291], [-9.06889, -13.74380, 0.28916], [-7.86559, -13.50312, -0.62462], [-4.51892, -8.64272, -4.37448], [-4.76114, -8.91703, -3.48164], [-3.56204, -8.73787, -4.40435], [10.89479, 9.85999, 1.76670], [11.10668, 10.43440, 1.02577], [9.92818, 9.81381, 1.76698], [-9.26213, -8.69312, -0.56828], [-9.10379, -8.07552, -1.29801], [-10.18595, -8.94982, -0.63346]], "atomic_forces_ev_per_a": [[0.1299, -0.5071, 0.1026], [0.2032, 0.2604, -0.2383], [0.1696, 0.1260, 0.3476], [-0.3915, 0.1958, -0.0458], [-0.0427, -0.1043, -0.1115], [0.5693, -0.2841, 1.0851], [-0.1900, 0.0132, -0.2495], [-0.2104, 0.0473, -0.1724], [-0.1457, -0.6357, -0.4114], [-0.4736, 0.0925, 0.5222], [-0.2562, 1.4397, -0.3115], [0.0551, -0.2928, -0.4783], [0.5830, -0.5070, 0.5002], [-0.0110, -0.0282, -0.1957], [-0.0087, 0.0555, -0.1431], [0.0389, 0.1068, 0.0927], [0.0324, 0.2313, -0.0442], [0.0222, -0.0687, 0.1344], [-0.0670, -0.0150, -0.0980], [0.1035, 0.0396, 0.0103], [0.1336, 0.0933, -0.3071], [-0.1437, -0.1197, -0.2434], [0.0444, -0.3112, 0.1996], [0.0724, 0.3235, 0.2506], [0.0689, -0.0067, -0.0695], [0.0354, -0.1366, 0.1723], [0.0500, -0.1047, -0.0327], [-0.3182, -0.1721, -0.0960], [0.2474, 0.0010, -0.1326], [-0.0492, 0.0637, 0.0806], [-0.1574, -0.0273, 0.2556], [-0.2164, 0.1669, 0.0176], [0.0139, -0.0501, 0.0035], [0.1253, -0.0826, -0.0288], [-0.1226, -0.0861, -0.2868], [0.0373, 0.1257, -0.0980], [0.1585, -0.0846, 0.2394], [-0.1421, -0.1040, 0.0384], [-0.0191, 0.0345, -0.0333], [0.0595, 0.1494, 0.0050], [0.0688, 0.1438, 0.2924], [0.0335, 0.1359, -0.1412], [-0.0979, -0.1439, -0.1146], [0.2215, 0.2283, -0.0624], [-0.0272, -0.0473, 0.0420], [-0.2822, -0.2843, -0.0044], [0.3958, -0.0833, -0.1456], [-0.3488, -0.1851, -0.0592], [-0.1032, 0.0172, 0.0559], [-0.0973, -0.1629, -0.1243], [0.1400, 0.1301, 0.0056], [-0.0664, 0.0149, -0.0468], [0.1560, 0.0117, -0.1988], [0.0940, -0.0503, -0.0776], [-0.0923, 0.0845, 0.2647], [-0.4008, 0.0406, -0.0617], [0.2105, -0.0366, -0.0308], [0.2262, 0.0106, -0.0305], [0.0066, -0.0943, -0.0491], [0.0466, 0.0738, 0.0521], [0.0099, 0.0272, 0.0052], [-0.0451, 0.0865, 0.2390], [0.0068, -0.0378, -0.0542], [0.0589, -0.0296, -0.3067], [-0.1975, -0.0990, 0.0405], [0.0394, 0.0152, -0.0043], [0.0796, 0.0406, 0.0389], [-0.0020, 0.0933, -0.1721], [-0.0115, -0.0338, 0.0358], [-0.0124, -0.0290, 0.0672], [0.3006, -0.1245, -0.5112], [-0.2061, -0.0153, 0.0446], [-0.1896, 0.1204, 0.1706], [0.0799, -0.0971, 0.0029], [-0.0186, 0.1994, 0.0077], [0.0074, 0.0201, 0.0149], [-0.2356, 0.2190, -0.0954], [0.1218, -0.1710, 0.0708], [0.0924, -0.0654, 0.0140], [0.1941, -0.1374, 0.0067], [0.0150, 0.0019, -0.0322], [-0.1941, 0.1199, 0.2063], [-0.0119, -0.1787, 0.1305], [-0.0249, 0.0586, -0.0557], [-0.0474, 0.0544, -0.1409], [0.1378, 0.1831, 0.0211], [-0.0145, -0.0482, 0.0811], [-0.0380, -0.0034, 0.0048], [0.0160, -0.1964, 0.0592], [-0.0185, 0.0111, -0.0177], [-0.0534, 0.2923, -0.0815], [0.0552, 0.0059, 0.1063], [0.0421, 0.0984, 0.0899], [-0.0189, -0.0559, -0.0750], [0.0249, -0.0289, -0.0887], [0.0116, -0.0108, 0.0148], [-0.1073, 0.1307, 0.1242], [-0.1303, -0.0292, -0.0319], [0.1731, 0.0605, 0.2443], [0.0394, -0.0881, 0.0301]], "mulliken_charge": [-0.917, 0.485, -0.840, 0.161, -1.028, 0.855, -0.440, -0.170, -0.471, -0.052, 0.101, -0.674, -0.434, -0.643, 0.175, 0.465, 0.300, 0.436, 0.141, 0.425, -0.271, -0.164, 0.081, 0.086, 0.516, 0.258, 0.267, 0.222, -0.486, 0.276, 0.255, -0.538, 0.253, 0.294, -0.585, 0.297, 0.274, -0.637, 0.293, 0.333, -0.628, 0.269, 0.266, -0.730, 0.323, 0.462, -0.693, 0.376, 0.325, -0.654, 0.361, 0.301, -0.673, 0.265, 0.396, -0.664, 0.312, 0.309, -0.641, 0.334, 0.320, -0.607, 0.287, 0.350, -0.642, 0.310, 0.326, -0.561, 0.275, 0.288, -0.726, 0.343, 0.359, -0.564, 0.351, 0.295, -0.614, 0.308, 0.298, -0.646, 0.308, 0.357, -0.590, 0.292, 0.263, -0.540, 0.303, 0.263, -0.635, 0.303, 0.343, -0.612, 0.345, 0.306, -0.648, 0.297, 0.361, -0.570, 0.304, 0.283], "total_charge": -1, "e_tot_ev": -97605.6438}

=====

[6]
{"formula": "C5H6Br2", "method": "ωB97M-V/def2-TZVPD", "species": ["C", "C", "Br", "C", "C", "C", "Br", "H", "H", "H", "H", "H", "H"], "positions_angstrom": [[1.19268, 1.91794, 1.01405], [1.30994, 0.62494, 1.06462], [2.41332, -0.39386, 2.12000], [0.51927, -0.39881, 0.02052], [-0.78816, -0.47826, -0.24646], [-1.44679, -1.29691, -1.28474], [-1.97699, 0.61903, 0.79008], [1.86765, 2.70279, 1.36096], [0.38440, 2.17909, 0.42177], [1.17542, -0.91423, -0.72665], [-2.54833, -1.52789, -1.05868], [-0.91222, -2.27339, -1.27918], [-1.19017, -0.76044, -2.19629]], "atomic_forces_ev_per_a": [[1.1545, 0.7254, 0.1874], [-1.7882, -3.3751, -2.5191], [1.0728, -0.3536, 0.7619], [0.7683, 1.8798, 0.3777], [0.6337, 0.9309, 1.9295], [-0.2692, -1.3501, 0.4486], [-0.1047, -0.1756, -0.0692], [-0.3570, -0.5653, 0.5470], [-1.2545, 1.1117, -1.2708], [-0.2747, 0.2704, 1.1472], [1.6940, 0.7459, -0.6952], [-0.3941, 0.5180, -0.3247], [-0.8808, -0.3625, -0.5203]], "mulliken_charge": [-0.440, 0.016, -0.126, -0.506, 0.553, -1.080, -0.166, 0.290, 0.234, 0.295, 0.361, 0.290, 0.280], "total_charge": 0, "smiles": "C=C(Br)/C=C(/C)Br", "e_tot_ev": -145365.0623, "de_lowest_kcal_mol": 29.3}